# 1
Entry from OMol25: a cluster of 10 separate species, C60H95N5O10 in total (ωB97M-V with the def2-TZVPD basis set).

Properties
SMILES string: O=[N+]([O-])c1ccccc1.O=[N+]([O-])c1ccccc1.O=[N+]([O-])c1ccccc1.O=[N+]([O-])c1ccccc1.O=[N+]([O-])c1ccccc1.CCCCCC.CCCCCC.CCCCCC.CCCCCC.CCCCCC
Highest occupied orbital energy in eV: -9.98
Maximum force in eV/A: 2.5

```
170
Properties=species:S:1:pos:R:3:forces:R:3
C 8.601 0.590 -2.267 0.430 0.018 -0.709
C -4.766 3.174 0.488 -0.337 -0.541 0.438
C -2.496 -4.287 0.526 -0.460 0.335 0.311
H -1.076 -1.211 3.899 0.350 0.331 0.122
H 3.905 0.117 4.941 -0.293 0.238 -0.173
H -2.630 -1.020 -5.155 0.125 0.203 0.111
O 1.689 4.889 -5.538 -0.073 0.243 0.115
C -1.379 -2.579 -4.434 0.411 0.209 0.020
C -3.070 -0.535 7.122 0.970 0.041 -0.071
O 5.781 3.216 -4.354 -0.064 0.229 -0.313
H -3.707 5.034 0.932 -0.161 -0.070 -0.170
H 0.560 -4.279 -3.865 -0.058 0.029 -0.004
H 3.692 8.184 -2.663 0.018 -0.032 -0.371
H 0.733 -6.261 -2.457 0.171 0.132 0.128
H 3.973 7.275 -0.448 -0.107 -0.100 -0.009
C -1.813 -0.337 -3.281 1.819 -0.799 0.286
C 6.158 -1.194 6.698 0.717 0.102 0.604
H -3.126 3.708 1.870 -0.338 -0.306 0.067
H 5.622 3.677 -2.041 0.447 0.099 -0.147
C 4.921 5.466 -1.100 -0.154 -0.251 -0.058
C 2.124 0.298 -6.383 -1.338 0.624 -0.074
O 1.867 4.237 -7.583 -0.145 -0.008 0.169
N 1.822 4.034 -6.385 0.448 -0.112 -0.409
C -5.219 3.301 -0.953 0.025 0.230 -0.815
H -1.960 1.274 7.328 -0.057 0.237 -0.389
H -4.873 -5.301 -2.295 -0.141 0.229 0.038
N 5.320 4.322 -4.604 -0.119 -0.519 0.303
C -1.893 0.549 0.297 1.235 -0.407 -0.173
H 5.493 -3.131 6.178 0.221 -0.300 0.090
O -0.470 2.288 5.626 0.135 0.469 0.307
H 1.966 -1.002 -4.748 0.109 0.155 0.503
H 2.039 0.830 -3.072 -0.530 0.390 0.115
H -8.262 1.227 -0.984 0.324 0.087 0.147
C -8.354 0.939 0.072 0.144 -0.267 -1.275
C 6.216 0.631 -2.311 0.131 -0.031 0.117
O 10.796 -1.042 -1.777 0.014 0.099 0.056
H -5.299 -4.311 2.073 0.186 0.026 0.038
C 2.015 2.402 -4.561 -0.628 0.510 0.016
C 2.016 1.049 0.180 -1.717 -0.342 -1.846
C 6.260 -2.719 6.844 -0.552 0.333 -0.203
H -3.940 -6.999 -0.869 0.000 -0.079 0.337
H 7.469 2.166 -3.156 -0.067 -0.113 -0.259
N -1.612 -3.904 1.628 0.601 -0.165 -0.125
H 0.006 -4.952 -1.441 0.428 0.007 -0.069
H -6.040 2.903 -4.915 0.138 -0.447 -0.186
O -1.064 -4.795 2.247 -0.160 0.127 0.096
H -0.361 -2.161 -4.433 -0.037 -0.039 -0.104
H 5.106 5.075 -0.108 -0.108 0.087 0.041
H 5.785 -4.279 8.306 -0.281 0.082 -0.072
H -2.433 -4.075 -3.285 0.196 -0.065 -0.140
H 6.845 0.383 5.382 -0.363 0.027 0.116
H -5.815 -4.769 3.651 -0.134 0.253 0.294
C 5.657 -0.887 4.165 0.501 0.885 -0.516
C -6.437 -2.751 2.969 0.150 -0.569 0.608
H -5.332 -0.988 2.362 -0.087 0.069 -0.002
C 4.584 0.209 4.098 0.498 -0.074 -0.812
C -2.137 0.414 6.697 -0.557 0.053 0.404
H 2.084 -0.475 -7.139 0.269 -0.250 0.226
H -2.430 1.338 2.268 -0.112 0.220 -0.455
C -0.111 -5.589 -2.321 -0.851 -0.320 0.161
H -6.147 2.745 -1.122 0.045 -0.108 0.267
C 4.262 6.668 -1.297 0.884 0.541 -0.250
C -5.448 -3.912 3.084 0.192 -0.267 -0.824
H -5.888 1.443 -3.855 -0.117 -0.021 -0.160
C -2.439 -1.973 5.300 0.878 0.206 0.370
H -2.693 3.820 0.206 -0.124 -0.126 -0.110
C -7.323 -0.979 1.414 0.563 0.563 0.821
H -4.476 4.143 -3.617 0.035 -0.051 -0.007
C -1.423 -3.658 -3.363 -0.009 0.330 0.150
H -4.463 -3.638 3.467 -0.072 0.163 0.054
H -9.176 0.221 0.011 -0.170 0.194 0.589
C 0.533 1.445 0.095 0.132 0.491 0.937
H -2.106 -0.276 2.383 0.087 -0.702 -0.709
C 6.619 -0.690 5.332 0.232 0.183 0.494
H -7.883 -0.635 2.295 -0.357 -0.346 -0.192
O 5.067 4.729 -5.712 0.032 0.071 -0.199
H 4.096 0.141 3.119 -0.588 -0.325 0.373
H 6.816 -0.753 7.464 -0.088 0.013 -0.127
C -6.063 -1.687 1.950 -0.485 -0.024 -0.823
C -3.035 -3.290 -0.262 0.203 0.132 -0.695
C -5.849 2.531 -3.907 -0.175 0.485 0.102
O -1.445 -2.716 1.832 -0.082 -0.003 0.111
C -3.717 -5.967 -0.635 -0.036 0.484 -0.656
H -3.305 -1.836 -3.812 0.168 -0.006 0.180
H 5.221 -0.931 -1.291 0.165 -0.167 0.235
C -3.912 -3.654 -1.271 -0.358 0.076 -0.069
C 2.005 0.046 -5.023 0.119 -0.203 -0.712
H 2.692 3.054 0.650 0.056 0.162 -0.203
H -5.497 4.339 -1.187 0.187 0.059 0.129
C -0.382 -4.750 -3.558 0.157 0.270 -0.216
H -1.534 -2.959 -5.446 -0.067 -0.307 0.101
H -3.658 -0.316 8.002 0.029 -0.173 0.074
C -1.568 -0.991 4.835 -0.467 -0.279 -0.539
N 9.801 -1.176 -1.093 0.289 -0.329 -0.058
H 7.624 -1.083 5.136 -0.274 -0.480 -0.153
C 7.361 -1.181 -1.196 -0.274 0.039 0.413
H -1.405 -0.776 -2.357 -0.674 0.073 0.196
C 4.133 7.199 -2.589 -0.512 -0.256 0.935
H -0.972 -6.221 -2.067 0.032 0.034 -0.181
N -0.563 1.266 4.995 -0.215 -0.706 -0.416
C -4.507 3.064 -3.424 0.104 0.495 -0.169
H -2.442 0.515 -3.054 -0.231 -0.036 -0.086
C 5.306 4.697 -2.193 -0.905 -0.082 0.382
H 9.566 1.018 -2.509 -0.033 -0.006 0.052
C -7.073 0.287 0.610 0.478 0.865 0.099
O -0.017 1.041 3.931 0.134 0.120 0.039
H -3.217 3.257 -1.705 0.101 0.074 -0.252
C 5.009 5.178 -3.451 0.365 0.138 -0.230
H -0.121 -0.321 1.209 0.047 0.507 0.238
C -2.837 -5.610 0.371 -0.119 -0.880 -0.002
C 1.959 1.604 -6.832 0.634 0.258 -0.484
H 1.854 1.806 -7.890 0.130 0.097 0.073
H 7.245 -3.032 6.489 -0.116 -0.071 -0.192
C -0.373 0.252 0.308 -0.137 -1.120 -0.154
H 5.158 -0.828 6.953 -0.065 -0.170 -0.140
H -2.367 -0.137 -0.409 -0.129 0.038 0.094
H -3.818 -2.512 6.870 0.080 -0.075 -0.110
C -1.448 0.208 5.517 0.033 -0.413 0.262
H -8.596 1.862 0.590 -0.383 -0.219 0.281
H 7.042 -3.218 8.795 -0.104 0.312 0.095
H -6.618 1.039 1.267 0.030 -0.269 0.200
H 0.360 2.203 0.873 -0.257 -0.061 -0.084
H 0.276 1.914 -0.862 0.216 0.027 -0.051
H -5.628 3.452 1.104 0.196 0.043 0.226
H -0.700 -5.357 -4.412 0.124 -0.173 0.104
H -5.613 -2.140 1.057 0.329 -0.178 0.222
H -7.401 -3.204 2.714 -0.054 0.212 -0.087
C 7.427 1.200 -2.678 -0.056 0.124 0.606
H 2.067 0.378 -0.694 0.744 -0.152 0.246
H 5.370 -2.621 8.840 -0.080 -0.114 0.017
H 7.305 -2.044 -0.550 0.322 -0.139 -0.127
H 5.005 1.217 4.027 0.209 -0.099 0.599
C 4.471 6.433 -3.684 -0.021 0.099 -0.098
C -4.180 2.821 -1.968 -0.147 -0.619 0.597
C -3.139 -1.764 6.478 -0.883 0.167 -0.164
C -3.536 3.952 0.888 0.658 1.051 0.088
H -6.562 -2.301 3.960 -0.125 0.119 -0.107
H 3.373 2.460 -0.936 -0.876 0.214 -0.299
C 1.915 1.102 -4.116 1.362 -0.956 0.147
H -4.319 -2.904 -1.940 0.106 0.056 0.097
C 6.078 -3.228 8.277 0.445 -0.127 -0.112
H 5.143 -1.846 4.089 0.323 -0.223 0.309
C -2.527 0.422 1.667 -0.687 1.180 0.669
H 6.307 -0.787 3.289 -0.363 -0.184 -0.231
H -1.987 1.543 -0.150 -0.458 0.035 0.237
H -7.912 -1.708 0.852 -0.138 0.075 0.053
H -6.689 2.945 -3.339 0.164 -0.175 0.232
H -4.057 1.736 -1.822 0.015 0.052 0.070
H -2.427 -2.910 4.761 -0.326 -0.069 0.106
H -2.422 -6.383 1.001 0.140 0.185 0.133
O 9.762 -1.752 -0.023 0.017 -0.025 -0.069
H -0.849 -0.009 -3.702 -0.451 0.480 -0.315
H -1.259 -3.127 -2.413 0.080 -0.286 0.031
H -3.599 0.245 1.548 0.035 -0.121 0.271
H 4.301 6.782 -4.692 0.065 -0.075 -0.025
C 6.197 -0.535 -1.544 -0.720 0.284 -0.784
H -6.296 0.204 -0.163 -0.311 -0.516 -0.145
C 1.975 2.647 -5.927 -0.384 -0.580 0.316
C 8.553 -0.608 -1.595 -0.269 0.180 0.626
C -4.253 -4.982 -1.466 0.220 -0.494 0.322
H 5.278 1.100 -2.584 0.056 0.037 -0.062
H -2.664 -2.275 -0.221 -0.192 0.021 0.414
H 1.990 3.254 -3.895 0.122 -0.115 0.119
C -2.349 -1.436 -4.180 -1.088 0.311 -0.619
H 2.122 0.417 1.059 0.382 0.268 0.201
H -0.139 -0.514 -0.452 -0.074 0.334 -0.238
H -4.557 2.126 0.728 -0.181 -0.066 -0.209
H -3.700 2.624 -4.018 -0.067 0.055 -0.126
H 3.924 1.785 0.484 -0.025 0.488 0.278
C 2.996 2.195 0.052 1.467 -1.009 0.952
```
Positions in Å, forces in eV/Å.

***

# 2
Entry from OMol25: a structure of composition C45H45IrN5OPTe (ωB97M-V with the def2-TZVPD basis set).

Properties
Energy relative to the best compared isomer or geometry (same formula, charge and spin) in kJ/mol: 639.6
Highest occupied orbital energy in eV: -11.94
Total charge: +2
Maximum force in eV/A: 0.1

```
99
Properties=species:S:1:pos:R:3:forces:R:3
N -0.478 -4.310 -3.768 -0.014 -0.010 0.014
H 0.379 -5.900 -0.290 -0.003 0.002 -0.002
Te -0.274 -0.767 3.333 -0.012 -0.047 -0.030
C -0.779 -7.482 5.441 -0.002 -0.010 0.005
H -0.534 -3.798 -1.183 0.001 -0.003 -0.038
C -1.139 -4.746 2.504 -0.007 0.008 -0.001
H -6.892 -2.822 -2.855 0.002 0.000 -0.001
H -2.279 -2.931 2.630 0.004 0.007 0.010
H -0.266 -5.239 -4.091 -0.001 -0.005 0.010
H 1.185 -3.934 3.477 0.001 0.010 -0.012
C -2.339 -6.126 4.197 0.004 0.010 0.010
H -2.524 -5.824 -3.868 0.002 0.001 -0.006
H 3.516 -1.055 1.877 0.006 0.005 0.007
H 0.856 -3.498 5.137 -0.002 0.014 -0.023
C 1.113 -4.343 4.488 0.006 -0.006 0.029
H 0.771 4.305 2.909 0.000 0.000 0.001
C -1.501 -3.243 0.652 -0.034 -0.009 0.010
C -1.091 -1.596 -3.238 0.011 -0.030 0.021
C -1.703 -3.589 1.987 0.005 0.010 0.002
C 0.676 1.046 3.829 0.024 -0.006 0.031
H 0.036 -6.494 2.073 -0.001 0.001 0.002
C 1.740 -1.353 -3.645 -0.004 -0.003 0.006
N -2.043 -2.715 -3.189 -0.028 0.055 0.018
H -4.034 -4.868 3.856 0.000 -0.001 -0.002
C 3.523 -0.814 0.821 -0.019 0.004 -0.005
C 1.338 -1.652 1.027 0.005 -0.091 -0.051
H 0.201 -3.584 -3.961 -0.004 0.004 0.000
C -2.064 -7.256 4.896 -0.005 0.006 0.000
H -3.647 -4.648 -3.281 0.007 0.003 -0.006
H 2.516 4.940 5.945 -0.001 -0.001 -0.001
C -0.508 -8.721 6.210 0.006 -0.003 -0.008
C 2.389 -0.884 -1.316 -0.023 -0.009 0.055
C 0.052 -5.373 4.608 0.009 -0.005 0.005
C -5.987 -2.617 -2.297 0.002 0.022 0.004
C 1.005 3.402 3.464 -0.006 -0.017 -0.006
H -1.335 -9.425 6.179 -0.001 0.001 0.000
H -0.922 3.241 1.725 0.008 0.007 0.023
C 3.489 -0.167 -1.822 0.025 -0.010 -0.026
C -5.477 -1.324 -2.253 -0.010 -0.012 -0.005
C 4.619 -0.174 0.278 0.008 -0.006 0.009
C 1.974 -0.147 5.677 -0.001 -0.003 0.001
C -1.280 -5.094 3.990 -0.009 0.001 -0.019
O 1.496 -2.722 1.602 -0.017 0.025 0.006
C 0.804 -1.351 -4.748 0.000 0.012 0.001
C -3.663 -2.087 -0.857 -0.007 0.014 0.010
C -0.747 -4.081 -0.162 0.015 0.005 0.007
H -3.020 -2.479 -3.078 0.010 -0.002 0.005
H 2.757 0.090 6.395 0.002 -0.001 0.000
C -4.333 -1.054 -1.516 0.040 -0.025 -0.027
C 0.372 2.213 3.122 0.008 -0.015 -0.020
H 5.397 0.733 -1.508 -0.001 0.001 0.000
H 3.660 4.709 4.630 0.001 0.000 0.000
C 2.202 2.290 5.198 -0.005 0.009 -0.002
Ir -0.557 0.459 0.156 0.110 -0.029 -0.033
N -2.706 -4.888 -3.552 -0.006 -0.009 -0.002
H 0.036 1.966 1.051 -0.092 0.023 -0.017
H 1.122 -0.537 6.237 -0.001 0.003 -0.002
C -0.218 -5.258 0.343 0.009 -0.007 0.004
C -0.527 -1.414 -4.591 0.019 0.019 0.009
H 2.163 5.595 4.343 0.000 0.000 0.000
H -1.202 -1.398 -5.438 -0.002 -0.002 0.002
C -0.082 -1.352 -2.166 -0.057 0.072 -0.018
H 5.469 0.072 0.900 0.000 -0.001 -0.003
H -3.944 -0.043 -1.478 0.005 -0.003 0.002
H 2.788 -1.344 -3.900 -0.007 -0.009 0.009
N -0.951 -1.051 -1.070 0.034 -0.008 0.027
H -0.309 -8.454 7.252 -0.005 0.002 0.002
H 2.914 2.321 6.015 -0.001 0.004 0.000
H -5.772 -4.637 -1.604 -0.010 -0.008 0.006
C 1.362 -1.245 -2.342 -0.008 -0.011 -0.038
C 4.584 0.180 -1.059 -0.013 -0.003 0.004
H -1.646 -4.179 4.485 -0.002 -0.008 0.010
H -5.980 -0.524 -2.779 0.001 -0.003 0.001
C -1.743 -3.962 -3.522 0.022 -0.024 -0.004
C -1.229 -0.331 -2.395 0.000 0.000 -0.058
P -2.165 -1.656 0.069 0.036 -0.019 0.011
H -3.632 -5.938 2.525 0.000 0.002 -0.001
C 1.920 3.462 4.505 0.005 -0.007 0.011
C 0.253 -6.536 5.286 0.001 -0.002 -0.020
C 1.604 1.077 4.880 -0.006 0.023 -0.014
C -5.353 -3.638 -1.600 0.011 0.004 0.007
C -3.686 -5.875 3.614 0.001 0.002 0.001
C 2.394 -1.146 0.064 0.011 0.061 -0.004
H -4.414 -6.599 3.971 0.000 0.000 0.001
H 1.215 -1.260 -5.746 0.000 -0.004 0.002
H 0.736 0.977 -0.513 -0.020 -0.002 -0.033
C -0.598 2.232 1.972 0.029 0.039 0.027
H -3.683 -4.184 -0.368 -0.003 0.003 0.006
N 0.393 -0.743 1.409 -0.035 0.009 0.097
C -0.411 -5.590 1.674 0.008 -0.004 -0.005
H -1.481 1.628 2.176 -0.011 0.005 -0.015
H 0.401 -9.201 5.841 0.000 0.002 0.005
H 1.220 -6.742 5.729 -0.001 0.000 0.002
H 2.334 -0.947 5.026 -0.001 0.003 -0.001
C -4.188 -3.379 -0.888 -0.023 -0.019 -0.002
C 2.597 4.751 4.874 0.004 -0.001 0.001
H 2.078 -4.732 4.804 -0.004 0.000 -0.001
H 3.469 0.164 -2.849 0.003 0.001 0.013
H -2.832 -8.004 5.048 0.000 0.000 -0.001
```
Positions in Å, forces in eV/Å.

***

# 3
Entry from OMol25: a cluster of 2 separate species, C2H4IN3S in total (ωB97M-V with the def2-TZVPD basis set).

Properties
Energy relative to the best compared isomer or geometry (same formula, charge and spin) in kJ/mol: 272.9
Highest occupied orbital energy (spin up / spin down) in eV: -9.51 / -9.92
Maximum force in eV/A: 4.1

```
11
Properties=species:S:1:pos:R:3:forces:R:3
I -3.365 0.749 -1.015 -0.172 0.059 -0.123
N -1.209 1.179 1.678 -0.258 -0.793 -2.043
H -1.152 1.134 2.676 -0.241 -0.314 0.738
H 0.640 -1.417 -0.732 0.422 -1.454 0.372
N -2.304 -3.546 1.681 -0.435 -1.263 -0.196
C 0.387 -0.436 -0.983 -2.940 -1.890 -2.212
H -0.318 -0.361 -1.846 0.888 0.486 0.987
S -1.689 -0.066 0.922 -0.013 0.042 2.289
H 0.893 0.290 -0.508 1.405 2.781 1.150
N -2.348 -1.119 1.914 0.567 2.186 -0.668
C -2.440 -2.408 1.721 0.777 0.161 -0.296
```
Positions in Å, forces in eV/Å.

***

Number 3 is which compound?
C2H4IN3S

***

Which formula does entry 2 have?
C45H45IrN5OPTe